Entry 1:
One molecule with the formula C3H4N2S, computed with ωB97M-V with the def2-TZVPD basis set.

Each line ends with the Löwdin charge.
Geometry (Å):
C  0.719104  -0.064754  -0.124914  -0.73
C  -0.154600  1.079426  -0.175274  -0.20
C  -1.445707  -0.600140  -0.182900  -0.21
H  2.302442  1.356547  0.563056  0.05
H  0.325689  2.031759  0.152384  0.09
H  -2.382911  -1.227414  -0.093380  0.13
H  -0.199722  -2.085790  0.117484  0.13
N  -1.500841  0.748455  -0.108661  0.04
N  -0.164849  -1.103544  0.008908  0.02
S  2.501398  -0.134548  -0.156707  0.67

Force components x, y, z for each atom (eV/Å):
C -1.75 1.11 0.20
C 1.96 -0.86 1.44
C -1.17 1.31 1.92
H 1.21 -3.45 -1.67
H -1.09 -0.37 -0.97
H 1.54 0.63 -0.24
H 1.46 -0.95 -0.08
N 2.09 -2.01 -1.12
N -2.54 0.80 -1.56
S -1.71 3.79 2.06

## Properties
LUMO level   -0.119 eV
SMILES   Sc1cnc[nH]1
Largest force on an atom   0.0904 hartree/bohr
Total charge   0
HOMO level   -8.17 eV
Energy   -624.33856 a.u.

---

Entry 2:
CH4NO3Sn2 as an isolated structure, computed with ωB97M-V with the def2-TZVPD basis set.

Each line ends with the Löwdin charge.
Geometry (Å):
Sn  2.206992  -0.740369  -3.409500  1.80
Sn  3.763026  2.012763  -0.053918  1.82
O  2.056932  -0.039405  -0.701097  -0.63
H  1.202216  -0.314094  -0.301666  -0.08
C  -0.854916  -0.567382  0.560100  0.04
N  -1.915361  0.469724  0.750394  -0.45
O  -2.634191  0.625107  -0.216333  0.09
O  -2.064687  0.926490  1.848527  0.13
H  -0.354426  -0.423259  -0.397261  0.05
H  -1.294935  -1.560277  0.583721  0.13
H  -0.110645  -0.389298  1.337034  0.10

Force components x, y, z for each atom (eV/Å):
Sn -0.64 -0.13 1.60
Sn -1.38 -1.25 0.43
O 2.01 1.13 -2.20
H 0.38 0.39 0.07
C 1.00 0.34 0.55
N -0.96 -0.97 -0.71
O 0.26 0.40 -0.07
O 0.41 0.32 0.21
H -0.76 0.13 -0.45
H -0.08 0.08 0.22
H -0.25 -0.44 0.34

## Properties
LUMO level   -15.787 eV
Largest force on an atom   0.0620 hartree/bohr
Total charge   +3
HOMO level   -18.69 eV
Energy   -748.07031 a.u.

---

Entry 3:
A 2-piece molecular cluster, C2H11N3O overall, computed with ωB97M-V with the def2-TZVPD basis set.

Each line ends with the Löwdin charge.
Geometry (Å):
N  -1.242470  -0.321541  -0.813289  0.00
C  -2.343025  -0.043372  0.102387  -0.38
N  -2.424752  1.331573  0.563322  -0.03
H  -1.397316  -0.754633  -1.710442  0.06
H  -0.282523  -0.004056  -0.717908  0.03
H  -2.402634  -0.638923  1.032472  0.11
H  -3.229374  -0.246339  -0.509264  0.10
H  -2.885849  1.404535  1.470503  0.06
H  -3.016528  1.943442  -0.017564  0.07
N  2.675127  0.310754  -0.771526  0.01
C  2.768981  -0.297373  0.521007  -0.33
O  1.926454  -1.477826  0.724852  -0.11
H  1.886887  0.968266  -0.743874  0.06
H  2.547179  -0.324514  -1.578535  0.09
H  2.658684  0.315862  1.416570  0.11
H  3.759919  -0.762858  0.565170  0.11
H  1.001239  -1.402989  0.466111  0.04

Force components x, y, z for each atom (eV/Å):
N 0.53 -0.12 0.25
C -0.49 0.20 -0.75
N -0.43 1.29 0.19
H -0.41 0.18 0.37
H -0.72 0.16 0.50
H 0.46 -0.22 -0.59
H -0.01 -0.53 0.25
H 0.43 -0.37 -0.11
H 0.70 -0.59 -0.09
N -1.39 1.16 0.14
C 0.33 -2.71 -0.33
O 0.45 0.00 0.01
H 0.46 -0.23 -0.48
H 0.27 0.26 1.13
H -0.16 0.76 -0.68
H -0.09 0.14 0.27
H 0.07 0.60 -0.05

## Properties
LUMO level   0.900 eV
SMILES   NCN.NCO
Largest force on an atom   0.0534 hartree/bohr
Total charge   0
HOMO level   -9.20 eV
Energy   -322.26039 a.u.

---

Entry 4:
A 2-piece molecular cluster, C5H8NO2 overall, computed with ωB97M-V with the def2-TZVPD basis set.

Each line ends with the Löwdin charge.
Geometry (Å):
O  0.279862  -5.444496  -1.537739  0.23
C  0.555988  -4.177995  -1.598410  -0.43
O  -0.120422  -3.333057  -1.062809  0.07
C  0.115728  -0.217780  0.414941  -0.07
C  0.651514  1.189799  0.599130  -0.10
C  -0.160216  2.354026  0.640294  -0.53
C  -0.965744  3.012188  1.442934  0.05
N  0.013119  2.232387  -0.679622  0.12
H  -0.823206  -0.263160  0.977307  0.08
H  0.750670  -0.924541  0.945503  0.07
H  1.712200  1.257014  0.380677  0.11
H  -0.084211  -0.418390  -0.629382  0.07
H  -1.694882  3.665269  0.969649  0.05
H  -0.946545  3.146157  2.513630  0.05
H  -0.753440  1.834496  -1.214123  0.09
H  1.469586  -3.911917  -2.161980  0.15

Force components x, y, z for each atom (eV/Å):
O 0.00 -0.42 -0.07
C 0.09 1.33 0.20
O -0.13 -0.38 0.00
C -0.94 0.81 1.88
C 0.93 -0.35 -3.85
C -1.52 0.62 2.25
C -0.85 1.42 0.16
N 1.52 -1.08 -0.37
H -0.18 -0.17 -0.34
H 0.25 -0.21 -0.57
H 0.05 0.33 0.56
H 0.36 -0.46 -0.01
H 0.16 0.11 -0.09
H 0.31 -0.79 0.09
H -0.09 -0.25 0.29
H 0.04 -0.53 -0.12

## Properties
LUMO level (alpha / beta)   0.754 / -3.646 eV
Multiplicity   2
Largest force on an atom   0.0773 hartree/bohr
Total charge   0
HOMO level (alpha / beta)   -8.49 / -8.49 eV
Energy   -400.35538 a.u.

---

Entry 5:
One molecule with the formula C4H7NO2, computed with ωB97M-V with the def2-TZVPD basis set.

Each line ends with the Löwdin charge.
Geometry (Å):
O  -0.687951  -0.978515  1.237895  -0.02
C  -0.736811  -0.542828  -0.106837  -0.29
C  -1.151077  0.932173  -0.192922  -0.13
N  0.164223  1.320504  -0.750031  0.01
C  0.638869  -0.065988  -0.679249  -0.26
C  1.698972  -0.385905  0.327246  -0.23
O  2.037518  0.364265  1.211102  0.07
H  -1.013979  -1.881992  1.306954  0.10
H  -1.262320  -1.252005  -0.755370  0.15
H  -1.362716  1.333157  0.803722  0.12
H  -1.984413  1.135872  -0.873853  0.11
H  0.692696  1.922788  -0.122652  0.10
H  0.903218  -0.467773  -1.667258  0.14
H  2.063777  -1.433748  0.261248  0.13

Force components x, y, z for each atom (eV/Å):
O -0.16 -0.34 -0.08
C -0.11 0.05 -0.21
C -0.34 0.04 0.05
N 0.11 0.06 0.09
C 0.19 0.07 -0.16
C -0.04 0.15 0.56
O 0.11 -0.30 -0.62
H 0.08 0.11 -0.05
H -0.02 0.16 0.19
H -0.03 -0.03 -0.17
H 0.10 0.07 0.14
H -0.07 -0.12 -0.08
H -0.01 -0.09 0.23
H 0.18 0.18 0.10

## Properties
LUMO level   0.596 eV
SMILES   O=C[C@@H]1NC[C@@H]1O
Largest force on an atom   0.0137 hartree/bohr
Total charge   0
HOMO level   -9.29 eV
Energy   -361.79296 a.u.

---

Entry 6:
A 2-piece molecular cluster, C15H27FNO7 overall, computed with ωB97M-V with the def2-TZVPD basis set.

Each line ends with the Löwdin charge.
Geometry (Å):
C  -4.300492  1.658361  -1.913739  -0.11
C  -3.349006  3.011846  -1.959744  -0.26
O  -2.590760  3.261251  -0.725024  -0.22
C  -1.146455  3.036272  -0.894915  -0.16
C  -0.774662  1.580110  -0.201434  -0.16
O  -0.956336  0.435698  -1.103248  -0.20
C  0.325330  -0.078404  -1.626360  -0.19
N  0.218325  -1.576276  -1.676677  -0.15
C  0.015959  -2.211363  -0.320162  -0.16
C  1.276923  -2.031459  0.712521  -0.12
F  0.703901  -1.808933  2.067026  -0.17
C  1.284116  -2.252540  -2.503745  -0.23
C  0.530202  -2.948463  -3.777895  -0.20
C  1.127156  -2.611211  -5.255351  -0.17
C  2.613565  -1.372878  -2.837120  -0.42
O  2.739879  -0.352778  -3.692185  -0.16
O  3.862503  -1.686890  -2.063466  -0.31
H  -3.613586  0.713048  -2.045926  0.08
H  -5.068620  1.684437  -2.823694  0.08
H  -4.901477  1.617364  -0.907222  0.08
H  -2.706626  2.935279  -2.934594  0.12
H  -4.084837  3.941572  -2.092854  0.12
H  -0.593799  3.860509  -0.232213  0.14
H  -0.749844  3.152349  -1.989891  0.13
H  -1.570652  1.439206  0.676806  0.15
H  0.267734  1.648399  0.323812  0.12
H  0.424468  0.371894  -2.727718  0.16
H  1.273099  0.275901  -1.035332  0.13
H  -0.180214  -3.374034  -0.473322  0.13
H  -0.964917  -1.810377  0.227702  0.13
H  1.958058  -2.999257  0.645506  0.13
H  1.977258  -1.122010  0.482493  0.12
H  1.659590  -3.166943  -1.829079  0.14
H  -0.614228  -2.672665  -3.750637  0.11
H  0.583892  -4.135853  -3.656805  0.11
H  0.372209  -3.087877  -6.047028  0.06
H  2.177077  -3.070765  -5.491294  0.08
H  1.099054  -1.441239  -5.489614  0.08
C  0.273908  -0.349704  6.292991  -0.02
C  0.913693  0.383234  5.130537  -0.35
C  1.860283  1.470885  5.542821  -0.12
O  1.833709  2.333874  4.418171  0.06
C  0.605168  2.170699  3.839185  -0.50
O  0.156303  2.881281  2.958653  0.13
O  -0.054190  1.103237  4.385765  0.09
H  -0.083808  0.348485  7.057675  0.08
H  -0.598598  -0.919842  5.956364  0.09
H  0.985386  -1.036651  6.761920  0.09
H  1.390972  -0.335181  4.452502  0.16
H  2.872919  1.100975  5.727809  0.14
H  1.520467  2.037427  6.418029  0.14

Force components x, y, z for each atom (eV/Å):
C 0.46 0.21 -0.23
C -1.86 0.12 -0.61
O 0.86 -0.57 -2.76
C 1.13 -0.30 1.65
C -1.05 0.75 0.77
O 2.25 0.95 1.15
C 0.04 0.35 -1.52
N 0.41 0.92 1.14
C -0.30 -0.37 0.77
C 0.16 -0.13 -0.72
F 1.14 -0.64 -1.85
C 0.26 -1.79 0.27
C 0.14 -0.69 -0.78
C -1.15 0.30 -0.98
C 6.79 2.83 0.48
O -2.23 -4.67 3.30
O -6.75 0.50 -3.00
H -1.43 1.81 0.48
H 1.66 0.06 1.95
H 1.23 0.03 -1.96
H -0.83 0.24 2.02
H 1.59 -1.89 0.29
H -1.28 -1.71 -1.38
H -1.01 -0.41 1.93
H 1.68 0.41 -1.93
H -1.70 -0.35 -1.28
H 0.11 -1.41 2.30
H -1.88 -0.38 -0.72
H 0.52 2.47 0.18
H 2.26 -0.53 -1.37
H -1.49 2.02 0.78
H -1.56 -1.69 0.39
H -0.47 2.21 -1.62
H 2.35 -0.36 0.02
H -0.10 2.51 -0.16
H 1.56 0.82 1.61
H -1.92 1.08 0.75
H 0.41 -2.64 0.77
C -0.37 0.00 0.07
C -0.10 -1.09 0.87
C 0.73 -0.12 0.39
O -0.71 0.11 -0.53
C -1.05 1.28 -1.78
O 1.01 -1.46 1.93
O 0.34 1.05 -0.59
H 0.10 0.00 -0.13
H 0.27 -0.01 -0.04
H -0.07 0.09 -0.14
H 0.02 0.13 0.03
H -0.11 0.19 -0.18
H -0.09 -0.20 -0.01

## Properties
LUMO level   2.333 eV
Largest force on an atom   0.1439 hartree/bohr
Total charge   -1
HOMO level   -4.11 eV
Energy   -1268.85961 a.u.

---

Entry 7:
A 6-piece molecular cluster, C23H46O11 overall, computed with ωB97M-V with the def2-TZVPD basis set.

Each line ends with the Löwdin charge.
Geometry (Å):
O  -4.685425  1.459737  1.031088  0.14
C  -4.967425  2.107737  0.097088  -0.46
O  -4.419425  2.184737  -1.151912  0.00
C  -3.338425  1.393737  -1.432912  -0.22
C  -2.983425  1.549737  -2.878912  0.00
C  -6.239425  3.099737  0.083088  0.07
H  -3.632425  0.326737  -1.209912  0.16
H  -2.455425  1.745737  -0.963912  0.10
H  -3.726425  1.153737  -3.449912  0.08
H  -2.297425  0.919737  -2.967912  0.03
H  -2.513425  2.205737  -3.217912  -0.02
H  -6.912425  2.661737  -0.368912  -0.01
H  -6.131425  4.080737  -0.179912  0.06
H  -6.551425  3.151737  1.068088  0.06
O  -1.690425  -2.141263  -0.298912  0.06
C  -1.721425  -3.334263  0.025088  -0.47
O  -0.634425  -4.110263  0.121088  0.00
C  0.568575  -3.597263  -0.297912  -0.24
C  1.618575  -4.760263  -0.453912  -0.07
C  -3.064425  -3.932263  0.650088  0.01
H  1.047575  -2.843263  0.389088  0.10
H  0.520575  -2.986263  -1.300912  0.15
H  1.302575  -5.656263  -1.007912  0.06
H  1.917575  -5.335263  0.533088  0.11
H  2.534575  -4.629263  -1.016912  0.04
H  -3.154425  -4.227263  1.711088  0.07
H  -3.347425  -5.001263  0.222088  0.10
H  -3.873425  -3.267263  0.210088  0.09
O  -0.175425  4.991737  -2.494912  0.11
C  0.436575  4.247737  -1.792912  -0.52
O  0.122575  4.024737  -0.514912  -0.03
C  -1.145425  4.502737  -0.029912  -0.18
C  -1.574425  3.895737  1.340088  -0.03
C  1.815575  3.634737  -2.221912  0.05
H  -1.852425  4.209737  -0.851912  0.13
H  -1.146425  5.547737  0.054088  0.10
H  -0.955425  4.137737  2.084088  0.01
H  -1.508425  2.757737  1.105088  0.09
H  -2.614425  3.975737  1.611088  0.07
H  1.984575  3.984737  -3.189912  0.06
H  1.751575  2.595737  -1.963912  0.05
H  2.684575  4.069737  -1.670912  0.10
O  -0.551425  -0.871263  4.994088  0.07
C  -0.488425  -0.867263  3.759088  -0.56
O  0.503575  -1.341263  3.033088  -0.03
C  1.802575  -1.795263  3.686088  -0.08
C  2.729575  -2.257263  2.518088  -0.05
C  -1.647425  -0.495263  2.942088  0.03
H  1.677575  -2.409263  4.422088  0.05
H  2.429575  -0.747263  4.064088  0.19
H  2.854575  -1.529263  1.729088  0.06
H  2.503575  -3.199263  2.188088  0.04
H  3.561575  -2.410263  3.070088  0.04
H  -1.347425  0.362737  2.486088  0.04
H  -2.671425  -0.511263  3.282088  0.10
H  -1.778425  -1.151263  2.071088  0.08
O  1.524575  -0.791263  -2.721912  0.04
C  2.364575  -1.626263  -3.137912  -0.48
O  3.286575  -2.115263  -2.286912  0.00
C  3.587575  -1.497263  -1.035912  -0.23
C  4.666575  -2.262263  -0.428912  -0.05
C  2.182575  -2.330263  -4.466912  0.01
H  2.796575  -1.602263  -0.261912  0.10
H  3.847575  -0.541263  -1.149912  0.09
H  5.333575  -2.247263  -1.131912  0.03
H  4.250575  -3.247263  -0.258912  0.09
H  5.177575  -1.815263  0.339088  0.08
H  3.005575  -2.176263  -5.195912  0.09
H  1.237575  -1.886263  -4.895912  0.11
H  2.217575  -3.433263  -4.326912  0.09
C  1.739575  2.682737  2.101088  -0.03
C  2.137575  1.918737  0.920088  -0.45
O  3.293575  1.932737  0.374088  -0.01
C  1.068575  0.959737  0.266088  -0.01
H  1.007575  2.019737  2.691088  0.10
H  1.520575  3.663737  1.901088  0.04
H  2.717575  2.542737  2.848088  0.15
H  1.019575  -0.136263  0.711088  0.11
H  1.364575  0.933737  -0.795912  0.04
H  0.080575  1.480737  0.293088  0.06

Force components x, y, z for each atom (eV/Å):
O 1.33 -1.55 1.04
C -2.87 3.89 -2.49
O -1.68 1.08 1.83
C 0.53 -1.40 -1.17
C -9.61 -6.33 6.33
C 7.61 0.36 4.61
H 0.92 0.98 -0.06
H 0.75 -0.10 1.60
H -2.31 -0.41 -2.03
H 5.90 -6.42 -0.75
H 5.92 11.86 -4.63
H -6.71 -4.17 -5.03
H 0.92 2.31 -1.43
H -0.57 -0.11 2.25
O 0.12 -2.71 0.08
C -1.32 2.30 1.91
O -1.67 -0.67 0.22
C 4.01 1.45 -2.38
C -0.26 -2.36 1.58
C -0.67 -1.94 -2.90
H -1.05 -0.70 -0.17
H -0.36 -1.33 1.70
H -1.08 0.44 -0.12
H -0.56 1.75 -1.40
H 0.26 1.29 0.23
H 0.59 1.22 -0.25
H 0.98 2.02 0.23
H 0.94 -0.66 1.25
O -0.97 0.19 -0.69
C 2.44 0.75 0.02
O 0.26 -0.91 1.44
C -1.83 -1.29 -0.67
C -0.98 -3.90 -4.99
C -1.04 1.19 2.70
H 0.16 0.48 0.99
H 0.26 1.61 -0.24
H 2.34 0.95 2.98
H 0.13 1.57 0.95
H -0.33 0.77 -0.20
H -0.03 -0.40 -1.91
H 0.46 -0.66 -0.68
H -0.98 -0.30 0.25
O 1.07 0.20 -1.87
C -1.63 -1.55 3.80
O 2.29 -0.65 0.39
C 1.86 8.05 -5.95
C -2.71 1.81 1.51
C -1.02 -2.39 -1.50
H -1.07 -3.68 4.28
H -2.27 -2.89 -0.57
H -0.03 0.16 0.14
H -1.06 -2.29 -1.33
H 3.51 -0.19 1.20
H 0.16 3.08 -1.33
H 0.25 0.61 1.26
H 0.69 -0.21 0.04
O 2.40 -1.67 -1.47
C -2.94 1.68 2.54
O 0.33 -0.55 -1.39
C -2.82 -2.26 1.88
C -2.87 -1.63 0.91
C 0.32 0.22 -0.50
H -0.55 0.58 -1.31
H 0.60 3.97 -0.69
H 4.37 -0.98 -4.17
H 0.66 -0.38 0.47
H 0.43 1.04 2.53
H -0.31 0.34 0.59
H 1.01 -0.99 0.44
H -0.60 0.71 0.05
C 2.91 -4.47 4.29
C 2.76 -2.33 -3.71
O -3.84 0.38 2.24
C 0.35 0.06 0.30
H 0.34 1.63 -1.06
H -0.78 2.31 -0.15
H -2.26 1.07 -1.89
H 0.09 2.43 -0.73
H -0.18 -0.59 0.48
H 0.58 -0.75 0.29

## Properties
LUMO level   0.567 eV
SMILES   CCOC(C)=O.CCOC(C)=O.CCOC(C)=O.CCOC(C)=O.CCOC(C)=O.CC(C)=O
Largest force on an atom   0.2730 hartree/bohr
Total charge   0
HOMO level   -9.60 eV
Energy   -1731.30534 a.u.

---

Result set for ΔE to the lowest compared entry with this formula, charge and spin: 229.0 236.5 63.9 369.4 230.8 615.7 263.2 kJ/mol, one per record in the order listed.